# 1
Formula: C21H38N2O2
Source: OMol25
Level of theory: wB97M-V/def2-TZVPD

Cartesian coordinates (Å):
C1 -2.64611 1.25117 2.70215
H1 -2.90317 2.28018 2.94442
H2 -3.54858 0.64911 2.77126
H3 -1.94170 0.88472 3.44644
C2 -2.06119 1.16265 1.29037
C3 -3.08925 1.66676 0.27825
H4 -3.30253 2.72183 0.43662
H5 -2.72136 1.53606 -0.73575
H6 -4.01574 1.10675 0.37266
C4 -1.71241 -0.30921 0.99423
N1 -0.98531 -0.50189 -0.23352
C5 -1.44892 -1.26075 -1.24882
O1 -2.55048 -1.77528 -1.24284
C6 -0.47292 -1.40564 -2.40442
H7 -0.50028 -2.44783 -2.72750
H8 0.53925 -1.16084 -2.08382
C7 -0.88814 -0.51699 -3.58191
C8 -0.81388 0.97335 -3.26588
C9 -1.32976 1.84291 -4.42095
C10 -0.64567 3.21151 -4.25772
H9 -0.17253 3.51492 -5.19144
C11 0.40459 3.02864 -3.15035
H10 0.02368 3.42005 -2.20505
H11 1.33500 3.54827 -3.37513
C12 0.59662 1.51815 -3.03557
H12 1.02276 1.23456 -2.07542
H13 1.25770 1.16221 -3.82806
H14 -1.36409 3.98554 -3.98843
H15 -2.41617 1.92230 -4.41068
H16 -1.03983 1.38788 -5.36944
H17 -1.41805 1.17408 -2.37581
H18 -1.91424 -0.77037 -3.85890
H19 -0.24345 -0.73663 -4.43682
H20 -0.05121 -0.11282 -0.28707
H21 -1.12636 -0.71302 1.83006
H22 -2.63440 -0.88962 0.90431
C13 -0.80222 2.04948 1.18307
N2 0.30729 1.59851 1.99128
C14 1.40233 1.00050 1.48371
O2 1.53839 0.79457 0.28896
C15 2.43399 0.61137 2.52252
H23 3.39478 0.48547 2.02294
C16 2.05957 -0.69108 3.25116
C17 2.49840 -1.95210 2.50926
C18 1.79514 -2.20985 1.17704
H24 2.13778 -1.54799 0.38527
C19 2.11761 -3.67397 0.90254
H25 1.45443 -4.11344 0.15939
H26 3.14289 -3.76138 0.53925
C20 1.98224 -4.34724 2.27417
H27 0.98269 -4.76651 2.38839
H28 2.69652 -5.16151 2.38928
C21 2.21433 -3.23334 3.31240
H29 3.03798 -3.46918 3.98540
H30 1.32041 -3.09418 3.92248
H31 0.71757 -2.08764 1.29501
H32 3.57530 -1.88346 2.32215
H33 0.97935 -0.72435 3.41932
H34 2.54421 -0.69034 4.23099
H35 2.52416 1.42360 3.24706
H36 0.23464 1.72256 2.98818
H37 -1.05954 3.07105 1.48040
H38 -0.45213 2.06774 0.14889

Calculated values
- lowest unoccupied orbital energy (eV) = 0.5
- ΔE to the lowest compared entry with this formula, charge and spin (eV) = 0.000
- frontier orbital gap (eV) = 9.749
- charge = 0

***

# 2
Formula: C3H5NO
Source: OMol25
Level of theory: wB97M-V/def2-TZVPD

Cartesian coordinates (Å):
C1 0.88809 0.11757 -0.64114
C2 -0.12902 -0.16605 0.47877
O1 -0.35040 1.04016 1.13884
C3 -1.44653 -0.69532 -0.05891
N1 -1.78819 -0.79915 -1.16007
H1 0.56646 0.92911 -1.30391
H2 1.09620 -0.76842 -1.24817
H3 1.81813 0.43182 -0.15559
H4 0.25297 -0.96403 1.11573
H5 -0.98618 0.86026 1.84172

Calculated values
- lowest unoccupied orbital energy (eV) = 0.2
- ΔE to the lowest compared entry with this formula, charge and spin (eV) = 1.492
- frontier orbital gap (eV) = 11.338
- charge = 0

***

# 3
Formula: C27H26CuN3O3S3Se
Source: OMol25
Level of theory: wB97M-V/def2-TZVPD

Cartesian coordinates (Å):
Cu1 -0.13713 0.49306 0.05648
O1 -0.21638 -3.36758 -3.93082
C1 -0.06412 -4.11238 -2.82643
C2 0.14549 -5.48436 -2.98934
C3 0.30825 -6.30597 -1.89020
C4 0.26704 -5.78099 -0.60198
C5 0.06269 -4.42230 -0.43886
C6 -0.10406 -3.57109 -1.52888
C7 -0.28181 -2.11322 -1.26448
O2 -0.24423 -1.69292 -0.08339
N1 -0.45603 -1.35137 -2.34690
N2 -0.56460 -0.02811 -1.98957
C8 -0.69763 0.80690 -2.93145
S1 -0.80615 0.33660 -4.63722
C9 -0.71790 2.03682 -5.25823
C10 -1.41461 2.93520 -4.25392
S2 -0.76496 2.53828 -2.61046
H1 -0.34314 -2.42530 -3.62190
H2 0.17670 -5.87853 -3.99696
H3 0.47026 -7.36720 -2.03912
H4 0.39650 -6.42292 0.25958
H5 0.03559 -3.97276 0.54610
H6 -1.20878 2.06470 -6.23151
H7 0.32551 2.32958 -5.37654
H8 -2.49323 2.77485 -4.27518
H9 -1.20562 3.98925 -4.43842
S3 -3.80490 2.03854 2.49436
C11 -2.31687 1.80006 1.63216
N3 -2.10623 0.61399 1.18433
C12 -3.14995 -0.23551 1.52067
C13 -3.20454 -1.59337 1.20534
C14 -4.30978 -2.31199 1.61017
C15 -5.35298 -1.70298 2.32172
C16 -5.30287 -0.36132 2.64560
C17 -4.18656 0.36697 2.23912
H10 -1.59880 2.60242 1.49175
H11 -2.37270 -2.03532 0.67085
H12 -4.36940 -3.36709 1.37556
H13 -6.20890 -2.29143 2.62655
H14 -6.10348 0.10864 3.20164
C18 8.18214 -1.65181 1.37613
C19 6.68373 -1.50845 1.35096
C20 6.04751 -0.52298 2.09457
C21 4.66585 -0.37206 2.09050
C22 4.04740 0.73528 2.89764
C23 3.90024 -1.24105 1.29517
C24 2.42211 -1.08671 1.21542
O3 1.72667 -0.64898 2.09881
C25 4.52236 -2.23718 0.53028
C26 3.77146 -3.22075 -0.33685
C27 5.90677 -2.35837 0.57882
H15 8.63663 -0.91506 2.03794
H16 8.60485 -1.51621 0.37875
H17 8.47625 -2.64466 1.72247
H18 6.64320 0.15783 2.69387
H19 4.82962 1.38875 3.28612
H20 3.46899 0.33846 3.73084
H21 3.35683 1.32538 2.29265
H22 1.95793 -1.39164 0.26666
H23 2.69367 -3.20500 -0.20813
H24 4.10762 -4.23525 -0.11627
H25 3.97850 -3.03206 -1.39263
H26 6.38584 -3.14008 -0.00342
Se1 1.06203 2.40156 0.56928

Calculated values
- 2S+1 = 2
- lowest unoccupied orbital energy (spin up / spin down) (eV) = 2.4 / 2.4
- ΔE to the lowest compared entry with this formula, charge and spin (eV) = 0.000
- frontier orbital gap (spin up / spin down) (eV) = 6.442 / 6.130
- charge = -1